1.
The following is a DFT calculation (ωB97M-V with the def2-TZVPD basis set) of the ion C5H12N5O with charge +1.

Cartesian coordinates (Å):
C1 -1.7125 2.7955 1.4912
C2 -1.7722 1.4164 2.1760
C3 -1.1062 0.2965 1.3572
O1 0.2681 0.5904 1.0844
C4 1.0161 -0.5399 0.7689
C5 1.2825 -0.5503 -0.7366
N1 1.3867 0.4249 -1.6099
N2 1.5940 -0.1608 -2.7913
N3 1.5946 -1.4012 -2.6326
N4 1.7532 -2.3417 -3.6551
N5 1.4139 -1.7462 -1.3525
H1 -2.2267 3.5069 2.1557
H2 -0.6722 3.1327 1.4155
H3 -2.2476 2.7980 0.5344
H4 -1.2897 1.4086 3.1632
H5 -2.8233 1.1155 2.2954
H6 -1.6767 0.1527 0.4178
H7 -1.2249 -0.6343 1.9427
H8 0.4794 -1.4819 0.9949
H9 1.9444 -0.5850 1.3618
H10 1.7263 -3.2550 -3.2025
H11 0.9133 -2.2684 -4.2355
H12 1.3794 -2.6735 -0.9433

molar mass = 158.19 g mol⁻¹
HOMO level = -13.84 eV
Kohn-Sham gap = 9.30 eV
net charge = +1
2S+1 = 1
SMILES string = CCCOCc1nnn(N)[nH+]1
LUMO level = -4.5326 eV
relative energy (zero: lowest compared OMol25 entry of this formula, charge and spin) = 293.7 kJ/mol

Charges per atom according to Löwdin partitioning, unit e: -0.10, -0.22, -0.22, -0.12, -0.14, -0.20, 0.18, 0.16, -0.20, 0.19, 0.22, 0.08, 0.07, 0.08, 0.12, 0.12, 0.13, 0.12, 0.13, 0.15, 0.12, 0.13, 0.20

=====

2.
The following is a DFT calculation (ωB97M-V with the def2-TZVPD basis set) of a cluster of 2 separate species, C13H11FN2O3 in total.

Cartesian coordinates (Å):
O1 2.1095 -0.1516 3.4085
C1 1.7352 -0.4790 2.2971
C2 2.5171 -0.2174 1.0639
C3 2.0395 -0.0528 -0.2609
C4 2.9401 0.2148 -1.2962
C5 4.3274 0.3020 -1.0385
C6 4.8074 0.1999 0.2870
C7 3.8860 -0.0139 1.3141
C8 0.2920 -0.9214 2.0822
F1 -0.2400 0.1638 1.5512
N1 0.3678 -2.2946 1.1308
O2 -0.6918 -2.9095 1.3745
O3 1.2425 -2.6078 0.3123
H1 0.9705 -0.0253 -0.4909
H2 2.5378 0.3264 -2.3208
H3 5.0062 0.4316 -1.8926
H4 5.8877 0.2686 0.5145
H5 4.2134 0.0049 2.3548
H6 -0.2776 -1.3531 2.9049
C9 -4.7719 1.4439 -1.8413
C10 -3.7612 0.7102 -2.4784
C11 -2.9171 -0.0730 -1.6937
N2 -3.2697 -0.3323 -0.4327
C12 -3.8749 0.6580 0.2548
C13 -4.7905 1.4883 -0.4304
H7 -5.5392 1.9722 -2.4154
H8 -3.6205 0.7333 -3.5581
H9 -1.9819 -0.4537 -2.1337
H10 -3.6930 0.8542 1.3089
H11 -5.4508 2.1132 0.1242

molar mass = 262.24 g mol⁻¹
HOMO level = -9.22 eV
Kohn-Sham gap = 8.79 eV
net charge = 0
2S+1 = 1
SMILES string = O=C(c1ccccc1)[C@@H](F)[N+](=O)[O-].c1ccncc1
LUMO level = -0.4297 eV

Charges per atom according to Löwdin partitioning, unit e: 0.12, -0.29, -0.15, -0.04, -0.07, -0.07, -0.06, -0.02, -0.13, 0.11, -0.26, 0.05, 0.08, 0.11, 0.11, 0.11, 0.11, 0.12, 0.16, -0.08, -0.09, -0.16, 0.05, -0.14, -0.07, 0.10, 0.10, 0.11, 0.10, 0.08

=====

3.
The following is a DFT calculation (ωB97M-V with the def2-TZVPD basis set) of a structure of composition C6H12AgF2O2V.

Cartesian coordinates (Å):
Ag1 2.4113 -2.1081 -3.2190
V1 -1.4214 -0.8239 -1.8105
F1 0.3962 -1.8679 -2.1809
F2 -1.4824 -0.1599 -3.7285
C1 0.8593 3.0528 -1.8956
C2 0.4950 1.8999 -0.9691
O1 -0.0519 0.8656 -1.3519
C3 0.6418 2.0417 0.5272
H1 0.5730 3.9978 -1.4338
H2 0.1699 3.1372 -2.7357
H3 1.8803 2.9523 -2.2635
H4 1.0753 3.0004 0.8120
H5 1.2955 1.2415 0.8740
H6 -0.3442 2.0626 0.9914
C4 -1.9563 -2.3601 2.0020
C5 -0.7877 -1.6405 1.3302
O2 -0.9669 -1.0006 0.3190
C6 0.6127 -1.7230 1.9838
H7 -2.8977 -1.8629 1.7685
H8 -1.7089 -2.2799 3.0606
H9 -1.9946 -3.3862 1.6362
H10 0.8050 -1.9800 3.0255
H11 1.0644 -0.7418 1.8378
H12 1.3322 -2.3171 1.4204

molar mass = 312.97 g mol⁻¹
expectation value of S² = 6.080
HOMO level (spin up / spin down) = -25.56 / -25.60 eV
Kohn-Sham gap (spin up / spin down) = 6.63 / 4.49 eV
net charge = +4
2S+1 = 5
LUMO level (spin up / spin down) = -18.9343 / -21.1089 eV

Charges per atom according to Löwdin partitioning, unit e: 0.95, 1.58, -0.47, -0.28, 0.15, -0.20, 0.16, 0.12, 0.15, 0.14, 0.16, 0.15, 0.12, 0.15, 0.18, -0.20, 0.13, 0.14, 0.14, 0.15, 0.17, 0.15, 0.10, 0.15

=====

4.
The following is a DFT calculation (ωB97M-V with the def2-TZVPD basis set) of an isolated molecule of C8H10BNO3.

Cartesian coordinates (Å):
C1 0.4632 3.8426 -1.6040
C2 0.6749 2.7926 -0.5295
O1 1.4835 2.9528 0.3446
N1 -0.2146 1.6776 -0.6373
C3 0.0248 0.3602 -0.1164
C4 1.0925 0.2970 0.8207
C5 1.3057 -0.8398 1.5105
C6 0.6144 -1.9450 1.1967
C7 -0.4951 -1.9034 0.3690
B1 -1.2983 -3.2069 0.2832
O2 -2.2397 -3.4299 1.2651
O3 -0.8534 -4.1725 -0.6963
C8 -0.8521 -0.6916 -0.2754
H1 0.5959 3.5986 -2.6506
H2 -0.4981 4.3774 -1.5016
H3 1.2604 4.5667 -1.2920
H4 -1.1262 1.8514 -1.0072
H5 1.6754 1.1063 1.1393
H6 2.0572 -0.9110 2.2676
H7 0.7365 -2.7972 1.8981
H8 -2.5481 -2.6366 1.7443
H9 -0.2808 -4.3239 -1.4690
H10 -1.5779 -0.5653 -1.0599

molar mass = 178.98 g mol⁻¹
HOMO level = -8.43 eV
Kohn-Sham gap = 8.87 eV
net charge = 0
2S+1 = 1
SMILES string = CC(=O)Nc1cccc(B(O)O)c1
LUMO level = 0.4329 eV
relative energy (zero: lowest compared OMol25 entry of this formula, charge and spin) = 145.4 kJ/mol

Charges per atom according to Löwdin partitioning, unit e: -0.01, -0.48, 0.07, 0.11, -0.19, -0.01, -0.10, -0.07, -0.11, -0.56, 0.17, 0.11, 0.02, 0.07, 0.09, 0.10, 0.13, 0.08, 0.11, 0.13, 0.12, 0.11, 0.12

=====

5.
The following is a DFT calculation (ωB97M-V with the def2-TZVPD basis set) of a structure of composition C4H11LiN3O4S.

Cartesian coordinates (Å):
N1 -2.4008 0.0410 -1.7875
C1 -1.0107 0.3743 -1.5172
N2 -1.0189 1.6360 -0.8100
N3 -0.3517 0.5100 -2.8086
C2 -0.3100 -0.7508 -0.6321
C3 0.2936 -0.2694 0.6514
C4 0.5168 -1.2934 1.7579
O1 1.4384 -0.5810 2.6612
S1 2.3571 0.4896 1.7813
O2 1.9640 1.7449 2.3133
O3 3.6921 0.0525 1.7773
O4 1.6851 0.1633 0.4193
H1 -2.4829 -0.8590 -2.2475
H2 -2.9232 -0.0104 -0.9192
H3 -1.8822 2.1223 -1.0124
H4 -0.2399 2.2252 -1.0727
H5 0.6228 0.7679 -2.6908
H6 -0.3668 -0.3618 -3.3281
H7 0.4958 -1.2046 -1.2117
H8 -1.0282 -1.5437 -0.4195
H9 -0.2305 0.5937 1.0644
H10 -0.4109 -1.5012 2.2941
H11 0.9962 -2.2170 1.4430
Li1 0.5947 -0.1284 4.2939

molar mass = 204.16 g mol⁻¹
HOMO level = -12.45 eV
Kohn-Sham gap = 7.72 eV
net charge = +1
2S+1 = 1
LUMO level = -4.7291 eV

Charges per atom according to Löwdin partitioning, unit e: 0.08, -0.66, 0.09, 0.08, -0.05, -0.31, -0.10, -0.34, 0.61, -0.21, -0.16, -0.14, 0.09, 0.08, 0.09, 0.09, 0.08, 0.08, 0.13, 0.13, 0.14, 0.14, 0.15, 0.89

=====

6.
The following is a DFT calculation (ωB97M-V with the def2-TZVPD basis set) of a cluster of 2 separate species, C6H7O2 in total.

Cartesian coordinates (Å):
C1 -0.4890 0.5732 -0.4730
C2 2.8593 -0.6962 0.2913
C3 0.3440 1.4069 -0.4261
C4 3.1091 0.5124 0.6617
C5 -2.7229 -0.3654 0.0192
C6 -1.3164 -0.6512 -0.4720
O1 2.4812 -1.7692 -0.0794
O2 1.2454 2.2253 -0.1426
H1 2.2235 1.2204 0.2139
H2 4.0115 0.8436 1.1873
H3 -3.2562 -1.3058 0.1697
H4 -3.3285 0.0495 -0.7624
H5 -2.9097 0.3851 0.8946
H6 -1.3793 -1.0891 -1.4182
H7 -0.8720 -1.3396 0.3361

molar mass = 111.12 g mol⁻¹
HOMO level = -3.26 eV
Kohn-Sham gap = 7.22 eV
net charge = -1
2S+1 = 1
LUMO level = 3.9653 eV
relative energy (zero: lowest compared OMol25 entry of this formula, charge and spin) = 255.6 kJ/mol

Charges per atom according to Löwdin partitioning, unit e: -0.10, -0.34, -0.40, -0.03, -0.17, -0.31, 0.04, -0.15, 0.04, 0.04, 0.04, 0.04, 0.10, 0.07, 0.12

=====

F_max (computed, eV Å⁻¹): 2.281, 4.147, 7.740, 3.382, 0.790, 4.810
Energy (computed, eV): -14867.1461, -25493.8111, -45577.1428, -16768.8941, -28020.4390, -10427.8899